Entry 1:
The following is a DFT calculation (the ωB97M-V functional and the def2-TZVPD basis) of a molecular structure, C27H35N3PRh.

The geometry in XYZ format:
```
67
Properties=species:S:1:pos:R:3
Rh -0.63368 -0.88148 0.28737
C 0.72651 -3.12744 -1.29973
C 1.43169 -2.85588 0.01814
N 0.47070 -2.41009 1.06448
C -0.43380 -3.47322 1.60211
C -1.67043 -3.66166 0.73449
N -2.19994 -2.34712 0.28974
C -2.71779 -2.33677 -1.09552
C -1.58155 -2.56961 -2.10076
N -0.26966 -2.05992 -1.60129
H 0.22454 -4.09163 -1.27966
H 1.47225 -3.19276 -2.09290
H 2.14793 -2.04436 -0.09998
H 1.97185 -3.74303 0.35759
H 1.01578 -2.05694 1.84660
H -0.72998 -3.15653 2.59973
H 0.11263 -4.41307 1.70389
H -2.42517 -4.21590 1.29338
H -1.44772 -4.25641 -0.14700
H -2.93648 -2.04750 0.92071
H -3.16022 -1.35136 -1.25225
H -3.50170 -3.08496 -1.23964
H -1.83596 -2.05827 -3.02848
H -1.48673 -3.62649 -2.35021
H 0.11895 -1.46245 -2.31730
C 3.51510 0.22372 0.58959
C 3.19689 1.40790 -0.28539
C 4.24317 2.12544 -0.85895
C 4.00597 3.23568 -1.65196
C 2.70526 3.66749 -1.88289
C 1.65028 2.96727 -1.33022
C 1.88975 1.83250 -0.54758
P 0.49154 1.05180 0.26295
C -1.06377 1.32243 -0.65613
C -2.21363 1.69768 0.07104
C -3.45259 1.78863 -0.53448
C -3.56729 1.50824 -1.88835
C -2.44899 1.14792 -2.62744
C -1.18903 1.05277 -2.04860
C -0.02330 0.77840 -2.96267
C 0.35975 1.73135 1.90114
C 0.98052 2.90061 2.34222
C 0.78445 3.30693 3.64808
C -0.02519 2.55042 4.49438
C -0.63660 1.39157 4.04538
C -0.44542 0.96406 2.73237
C -1.12258 -0.27625 2.19904
H 4.33849 0.45945 1.26290
H 3.83295 -0.63106 -0.01213
H 2.66940 -0.07709 1.21322
H 5.26222 1.81220 -0.66766
H 4.83939 3.77588 -2.08052
H 2.51749 4.54851 -2.48105
H 0.63562 3.31144 -1.49208
H -2.11272 1.94934 1.11832
H -4.31666 2.09387 0.03947
H -4.52930 1.58751 -2.37825
H -2.55108 0.95976 -3.68974
H -0.30940 0.08384 -3.75567
H 0.86546 0.41487 -2.44913
H 0.27539 1.70250 -3.46134
H 1.61026 3.47552 1.67451
H 1.25926 4.20693 4.01312
H -0.17500 2.86834 5.51761
H -1.26253 0.81685 4.71739
H -2.21314 -0.10492 2.20168
H -0.93243 -1.10543 2.88434
```

The spin multiplicity is 1. The calculation puts the molar mass at 535.478 u. The value obtained for the LUMO energy is -6.468 eV. As for the energy above the lowest of the compared OMol25 structures with the same formula, charge and spin: 0.0 kJ/mol. Its total charge is +2. For the largest force on an atom, the calculation gives 0.3 eV Å⁻¹.

Entry 2:
The following is a DFT calculation (the ωB97M-V functional and the def2-TZVPD basis) of a molecular structure, C27H35N4O6PPtS.

The geometry in XYZ format:
```
75
Properties=species:S:1:pos:R:3
Pt -1.28084 0.97233 0.00051
N 4.17733 -3.36204 3.54473
C 3.39174 -2.22347 3.45631
C 2.88749 -1.92576 2.16415
C 1.90579 -0.99438 2.00387
C 1.37131 -0.34135 3.11842
C 1.98532 -0.50153 4.37601
C 3.04447 -1.38717 4.52076
S -0.10055 0.62501 2.91896
O -0.75838 0.67908 4.17932
O 0.19514 1.90445 2.30275
N -0.87456 -0.18341 1.67970
C -1.24750 -1.54221 1.82127
N -1.06991 -2.18308 2.99283
C -1.34244 -3.49032 2.98988
C -1.79640 -4.23434 1.86894
C -1.97093 -3.39845 0.74897
N -1.67775 -2.11272 0.71655
H 4.80261 -3.49219 2.73348
H 4.70380 -3.42133 4.38617
H 3.24015 -2.52627 1.32614
H 1.51688 -0.80368 1.03854
H 1.65854 0.09720 5.22055
H 3.51944 -1.44384 5.50093
H -1.09314 -3.95448 3.92530
H -1.98163 -5.28935 1.96431
H -2.33950 -3.67877 -0.20258
C 2.48431 -2.00050 -2.02515
C 3.62359 -1.17780 -1.49454
O 3.09761 0.12884 -1.22248
C 3.93117 0.91446 -0.40059
C 3.13535 2.15996 0.01123
H 2.72044 -2.99691 -2.05352
H 2.29483 -1.76782 -3.11065
H 1.51982 -1.89282 -1.48634
H 4.50685 -1.12746 -2.13190
H 3.97791 -1.48783 -0.51359
H 4.87149 1.13229 -0.93352
H 4.14413 0.36434 0.50143
H 2.80628 2.78089 -0.84643
H 3.70396 2.81004 0.71646
H 2.16482 1.89121 0.53586
C 0.64672 0.17205 -5.09778
C 1.04520 0.74249 -3.86330
C 0.23895 0.62632 -2.74540
C -0.98700 -0.08308 -2.75233
C -1.83674 -0.08475 -1.62146
C -3.04912 -0.69011 -1.70190
C -3.41117 -1.31785 -2.95028
C -2.60448 -1.34951 -4.05287
C -1.34965 -0.71322 -3.98156
C -0.50439 -0.53904 -5.14174
H 1.33712 0.20201 -5.96847
H 2.01455 1.25297 -3.74583
H 0.63329 1.05003 -1.83032
H -3.69226 -0.65217 -0.83615
H -4.36999 -1.80216 -3.06512
H -2.88823 -1.88652 -4.90399
H -0.90971 -1.05525 -6.03272
C -2.73191 3.22929 -2.36550
O -3.51394 2.99429 -1.19819
P -2.86975 2.49690 0.22233
O -2.58781 3.92700 0.82708
C -1.52697 4.33220 1.68838
O -4.17780 1.98484 0.93664
C -5.17129 2.93705 1.33748
H -3.24987 4.02463 -2.86705
H -2.71251 2.26925 -2.95092
H -1.68670 3.55746 -2.15687
H -1.81362 4.08629 2.74932
H -1.41073 5.40554 1.49630
H -0.63172 3.77522 1.41214
H -4.81033 3.42890 2.23157
H -6.07236 2.37752 1.53985
H -5.19481 3.78259 0.54562
```

The spin multiplicity is 3. The expectation value of S² is 2.006. The calculation puts the molar mass at 769.718 u. The value obtained for the LUMO energy (alpha / beta) is 0.592 / -1.367 eV. As for the energy above the lowest of the compared OMol25 structures with the same formula, charge and spin: 98.4 kJ/mol. For the largest force on an atom, the calculation gives 2.8 eV Å⁻¹.